(1)
Below is a cluster of 3 separate species, C39H58BF5N2O11 in total in a non-equilibrium geometry, with properties calculated with ωB97M-V/def2-TZVPD.

Computed properties:
Calculated total energy = -2982.10567 a.u.
Net charge = 0
Lowest unoccupied orbital energy = -1.244 eV
Spin multiplicity = 1
E_HOMO = -8.9 eV

Each line ends with the Löwdin charge.
Atoms and positions in Å:
1 C 1.94506 -4.39975 1.80213  0.1317
2 C 1.48169 -3.36906 1.39183  -0.1119
3 C 0.90102 -2.07939 1.03512  -0.1282
4 C 1.79543 -1.19049 0.17341  -0.0693
5 C 1.26456 -0.69308 -1.02283  -0.0887
6 C -0.14457 -0.97705 -1.50002  -0.1223
7 C -1.13180 -0.08457 -0.71424  -0.1475
8 C -2.60151 -0.52212 -0.88524  -0.0724
9 C -3.09615 -1.05837 0.43262  -0.4901
10 O -2.59947 -2.00669 0.97597  0.1414
11 O -4.15663 -0.41287 1.00438  -0.0327
12 C -3.75361 0.77134 1.72135  -0.2270
13 C -4.82412 1.09475 2.73645  -0.0602
14 C 2.03845 0.13189 -1.82500  -0.1543
15 F 1.52462 0.60935 -2.97105  0.1009
16 C 3.31693 0.49134 -1.45858  0.0000
17 C 3.84133 -0.01417 -0.27385  -0.0327
18 C 3.10702 -0.85421 0.57055  -0.0871
19 C 3.69971 -1.35720 1.87608  -0.1008
20 C 4.66287 -2.56867 1.76066  -0.1548
21 C 4.76662 -3.13903 0.35178  -0.1114
22 C 5.94497 -4.09466 0.32839  -0.5228
23 O 6.16478 -4.90182 1.19088  0.1073
24 O 6.78660 -4.00414 -0.72461  0.1173
25 C 5.23707 0.43322 0.03182  -0.2597
26 O 6.06597 -0.23882 0.59525  0.1589
27 C 5.57668 1.82164 -0.41595  0.0701
28 B 6.57423 2.59092 0.56183  -0.4440
29 O 7.88358 2.66135 0.20338  0.1878
30 C 5.99804 3.20018 1.90048  -0.1263
31 C 6.41227 4.69963 2.03445  -0.0870
32 C 5.03985 2.30202 -1.53856  0.0196
33 C 5.32012 3.70811 -1.99617  -0.4154
34 F 6.64135 3.87761 -2.23457  0.1400
35 F 4.95487 4.57054 -1.01964  0.1428
36 C 4.57657 4.12367 -3.28493  -0.2922
37 F 4.87885 5.41901 -3.52535  0.0948
38 F 3.24686 4.07295 -3.03131  0.0988
39 C 4.15756 1.38537 -2.31163  -0.2589
40 O 4.15034 1.31509 -3.51626  0.1487
41 H 2.36915 -5.28474 2.20159  0.0458
42 H 0.62607 -1.54001 1.94096  0.1393
43 H -0.03099 -2.30763 0.53457  0.0885
44 H -0.38494 -2.02256 -1.34323  0.1185
45 H -0.21785 -0.73038 -2.55198  0.1179
46 H -0.97613 0.93626 -1.05191  0.1235
47 H -0.84129 -0.14485 0.32962  0.1038
48 H -3.19946 0.35783 -1.11015  0.1151
49 H -2.74061 -1.25398 -1.67324  0.1306
50 H -2.81979 0.53840 2.23339  0.1248
51 H -3.61543 1.61081 1.04003  0.1226
52 H -4.43614 1.75397 3.50435  0.0774
53 H -5.69166 1.53431 2.25391  0.0731
54 H -5.15532 0.16341 3.19045  0.0844
55 H 4.19166 -0.50804 2.34627  0.1166
56 H 2.86827 -1.59932 2.52855  0.1005
57 H 5.64754 -2.24414 2.07841  0.1103
58 H 4.34409 -3.33002 2.46025  0.1024
59 H 3.88451 -3.74264 0.16404  0.0944
60 H 4.93714 -2.39374 -0.41224  0.1020
61 H 6.46666 -3.33222 -1.33492  0.1020
62 H 8.41127 2.75690 1.00504  0.1221
63 H 4.91456 3.11069 1.88342  0.0987
64 H 6.38050 2.59572 2.72570  0.1080
65 H 7.00666 5.03404 1.19258  0.0676
66 H 6.96299 4.83742 2.95929  0.0682
67 H 5.51318 5.29839 2.11854  0.0705
68 H 4.84007 3.51070 -4.13871  0.1616
69 C -11.09431 3.33729 2.27414  -0.1146
70 O -10.90881 4.73078 2.42819  -0.1925
71 C -10.84666 5.17450 3.77786  -0.2166
72 C -9.44565 5.60554 4.15972  -0.2160
73 N -8.53759 4.46841 4.24561  -0.0500
74 C -7.12364 4.82018 4.35716  -0.1989
75 C -6.47359 5.61450 3.22711  -0.2277
76 O -6.33459 4.90379 2.01049  -0.1866
77 C -7.48302 4.89046 1.18159  -0.0981
78 H -11.33006 3.15308 1.22726  0.0886
79 H -10.19198 2.77074 2.52854  0.0758
80 H -11.92643 2.97760 2.88586  0.0878
81 H -11.22585 4.41063 4.46281  0.1219
82 H -11.50402 6.04497 3.85500  0.1215
83 H -9.48200 6.10323 5.13347  0.1237
84 H -9.11813 6.34454 3.41681  0.1045
85 H -8.65893 3.88897 3.42621  0.0661
86 H -6.57160 3.88191 4.45579  0.1130
87 H -6.98045 5.36952 5.29327  0.1178
88 H -5.45412 5.84573 3.54695  0.1203
89 H -6.96535 6.57868 3.05237  0.1114
90 H -8.05315 5.81919 1.25768  0.0891
91 H -8.13198 4.04030 1.40855  0.0709
92 H -7.14405 4.77514 0.15179  0.0877
93 C -0.18107 -7.18219 -2.65593  -0.1125
94 O 0.79106 -7.38424 -3.66325  -0.1917
95 C 0.53332 -6.70093 -4.88312  -0.2168
96 C 1.49837 -5.55242 -5.09259  -0.2145
97 N 1.24745 -4.46444 -4.15547  -0.0472
98 C 2.28476 -3.43623 -4.11563  -0.1902
99 C 3.69888 -3.83700 -3.70430  -0.2114
100 O 3.82241 -4.21412 -2.34456  -0.2028
101 C 3.49128 -5.56134 -2.04741  -0.0773
102 H 0.01340 -7.90462 -1.86505  0.0895
103 H -0.12480 -6.17687 -2.22406  0.0743
104 H -1.19126 -7.35077 -3.03978  0.0877
105 H -0.50476 -6.35947 -4.93364  0.1215
106 H 0.68403 -7.42460 -5.68901  0.1216
107 H 1.38366 -5.17425 -6.11291  0.1239
108 H 2.51387 -5.95837 -4.99691  0.1060
109 H 1.14512 -4.84976 -3.22621  0.0658
110 H 1.94563 -2.67310 -3.40870  0.1074
111 H 2.33194 -2.95562 -5.09797  0.1217
112 H 4.32402 -2.94679 -3.82171  0.1212
113 H 4.13259 -4.60405 -4.35635  0.1147
114 H 3.75168 -6.23513 -2.86637  0.0941
115 H 2.43118 -5.66714 -1.80284  0.0749
116 H 4.06041 -5.85467 -1.16401  0.0886

Atomic forces in eV per Å
-0.336 0.507 -0.235
0.331 -0.435 0.601
0.275 -0.014 -0.284
0.065 -0.015 -0.097
-0.328 -0.163 -0.466
0.140 0.459 0.662
0.359 -0.716 -0.573
-0.053 1.130 0.568
-0.127 -0.702 0.043
0.015 0.048 -0.084
0.106 0.117 -0.165
-0.157 -0.083 0.297
-0.192 -0.424 -0.244
0.321 -0.041 0.106
-0.020 -0.035 0.157
0.037 0.046 -0.309
0.089 -0.054 0.425
-0.095 -0.097 -0.121
-0.368 0.174 -0.349
-0.019 0.845 0.008
0.769 -0.811 0.662
-0.038 -0.215 0.183
-0.048 0.008 -0.089
0.009 -0.042 -0.014
-0.529 0.153 -0.282
0.174 -0.106 0.295
0.448 0.602 0.006
-0.275 -0.191 -0.080
-0.219 -0.505 0.412
0.375 0.116 -0.694
-0.362 -0.747 0.506
-0.170 -0.308 0.240
-0.318 -0.375 -0.972
0.243 0.136 0.090
0.152 0.202 0.362
0.135 0.406 0.573
0.131 0.083 -0.162
-0.146 -0.238 -0.089
-0.190 -0.210 0.056
0.031 0.208 -0.181
0.077 -0.212 -0.045
0.000 -0.016 0.194
-0.216 0.211 -0.085
-0.104 -0.192 -0.153
-0.074 -0.239 -0.195
-0.114 0.176 0.066
-0.098 0.187 0.223
-0.146 -0.062 -0.285
0.052 -0.182 -0.051
0.156 0.116 0.012
0.178 -0.001 -0.178
-0.027 0.203 0.059
-0.059 0.228 0.010
0.077 -0.024 0.206
0.252 -0.046 0.054
-0.065 -0.152 0.147
0.139 0.052 0.041
-0.025 -0.264 -0.053
-0.156 0.201 -0.461
-0.393 0.246 -0.094
-0.063 0.013 -0.097
0.301 0.441 -0.180
-0.103 -0.080 0.221
-0.079 0.041 0.192
0.078 0.200 -0.060
0.233 0.187 0.001
-0.018 0.269 -0.157
-0.072 -0.073 -0.108
-0.001 0.106 -0.082
0.026 -0.188 0.058
-0.069 0.283 0.010
0.104 -0.175 -0.082
0.038 0.124 -0.126
-0.113 -0.191 0.031
0.209 0.067 0.127
-0.120 0.021 -0.004
0.179 -0.140 -0.092
0.014 0.039 -0.007
-0.046 -0.061 0.068
0.019 -0.035 0.029
0.082 -0.080 -0.023
-0.016 -0.018 0.008
0.018 0.014 0.004
-0.071 0.099 0.038
-0.029 -0.027 -0.009
0.046 0.027 0.029
0.000 0.057 -0.022
0.004 -0.008 -0.015
-0.122 -0.055 -0.039
-0.047 -0.010 0.056
-0.125 0.082 0.022
0.040 0.031 0.015
0.103 -0.076 -0.017
-0.139 0.110 0.087
0.147 -0.142 -0.207
-0.021 0.083 0.188
0.146 -0.058 0.042
-0.210 0.011 0.053
0.067 0.203 -0.069
0.028 -0.058 -0.084
0.046 0.102 0.203
0.038 -0.003 -0.016
-0.095 0.021 -0.010
-0.024 0.041 0.008
0.006 0.073 0.091
-0.026 -0.001 0.002
0.018 0.013 -0.006
0.009 -0.058 -0.104
-0.024 -0.025 0.019
0.051 0.051 -0.025
0.043 -0.024 -0.021
0.001 0.002 0.020
-0.106 -0.100 0.032
-0.045 0.004 -0.045
-0.024 -0.092 -0.093
0.048 0.021 -0.026


(2)
Below is a structure of composition C39H58BFI2N2O13 in a non-equilibrium geometry, with properties calculated with ωB97M-V/def2-TZVPD.

Computed properties:
Calculated total energy = -3328.67287 a.u.
Net charge = 0
Lowest unoccupied orbital energy = -0.675 eV
Spin multiplicity = 1
E_HOMO = -8.2 eV

Each line ends with the Löwdin charge.
Atoms and positions in Å:
1 C -3.18524 1.00691 -5.04827  -0.1068
2 C -2.43628 2.27184 -5.45343  -0.2368
3 C -1.53231 2.80114 -4.32163  -0.1785
4 C -2.18897 3.88898 -3.46348  -0.1418
5 C -2.51335 3.54365 -1.98422  -0.0831
6 C -1.39132 2.89684 -1.23013  -0.0867
7 C -0.31624 3.68367 -0.83325  0.0448
8 C -0.34955 5.19532 -1.14803  -0.7197
9 O 0.23979 5.54497 -2.17631  0.0101
10 O -0.99880 5.84453 -0.30975  0.0121
11 C 0.73938 3.09666 -0.14341  0.0406
12 C 1.87358 3.94098 0.36764  -0.4144
13 O 2.30918 3.83895 1.47747  0.1563
14 O 2.32091 4.79163 -0.55977  -0.0101
15 N 2.62533 6.07171 -0.01741  0.0290
16 C 3.84128 6.54126 -0.63834  -0.2197
17 C 5.04049 5.68698 -0.26025  -0.2392
18 C 5.47815 5.87444 1.19729  -0.0987
19 C 0.72224 1.71311 0.09298  -0.1706
20 C 1.83366 1.05229 0.82104  -0.7663
21 I 3.35996 0.32989 -0.42788  0.9346
22 C 1.83796 0.94789 2.14715  -0.8209
23 C 0.74110 1.53412 2.98917  -0.1217
24 I 3.37388 -0.00626 3.18964  0.8844
25 C -0.33227 0.94941 -0.37331  -0.1005
26 C -0.31902 -0.54703 -0.21873  -0.1015
27 C -0.71181 -1.09947 1.15561  -0.1408
28 C -0.54763 -2.61062 1.18017  -0.1717
29 F -1.70179 -3.21067 0.65533  -0.0659
30 N -1.38018 1.56573 -0.98383  0.1979
31 B -2.59479 0.73228 -1.40839  -0.4971
32 O -2.39256 -0.13630 -2.41186  0.1869
33 C -3.96097 0.88251 -0.64733  -0.1130
34 C -3.94733 0.23034 0.74754  -0.0831
35 H -3.83082 1.17792 -4.18492  0.0815
36 H -3.82218 0.67429 -5.85948  0.0570
37 H -2.45191 0.22245 -4.86060  0.0783
38 H -1.80763 2.01974 -6.30849  0.1041
39 H -3.12859 3.04952 -5.77202  0.1040
40 H -0.64334 3.23150 -4.78016  0.1119
41 H -1.19553 1.94653 -3.73132  0.0994
42 H -3.15353 4.15732 -3.89777  0.1130
43 H -1.59749 4.79818 -3.46742  0.0981
44 H -3.44842 2.99664 -1.93200  0.0962
45 H -2.68746 4.49657 -1.48574  0.1289
46 H 1.82166 6.65265 -0.24065  0.1280
47 H 3.75449 6.63502 -1.72755  0.1179
48 H 4.01281 7.54933 -0.25768  0.1234
49 H 5.85418 6.01096 -0.91131  0.0994
50 H 4.84535 4.63793 -0.47227  0.0959
51 H 5.02869 6.75687 1.64941  0.0700
52 H 5.20376 5.01937 1.81158  0.0642
53 H 6.55938 5.98058 1.27773  0.0624
54 H 0.72095 2.61469 2.85621  0.0837
55 H -0.23608 1.14395 2.71192  0.0771
56 H 0.92233 1.35249 4.04300  0.0560
57 H 0.71771 -0.84885 -0.35935  0.0713
58 H -0.87735 -1.04871 -1.00382  0.1169
59 H -0.04699 -0.71770 1.92200  0.0788
60 H -1.75432 -0.91502 1.39175  0.0928
61 H -0.42192 -2.90044 2.21913  0.0875
62 H 0.30531 -2.93222 0.58210  0.1266
63 H -3.22714 -0.38880 -2.83132  0.0940
64 H -4.77809 0.46165 -1.23906  0.1133
65 H -4.22051 1.92749 -0.49298  0.0991
66 H -4.83336 0.50522 1.31216  0.0806
67 H -3.10506 0.62373 1.31980  0.0678
68 H -3.83624 -0.85040 0.70082  0.0774
69 O -0.23146 -1.96683 4.16680  0.0931
70 C 0.29495 -2.71066 4.94880  -0.4800
71 O 0.43951 -4.02469 4.69767  0.0338
72 C 1.01219 -4.69144 5.84445  -0.1382
73 C 1.72732 -3.59604 6.62306  -0.1383
74 C 0.85613 -2.37849 6.31578  -0.0660
75 H 0.20977 -5.14773 6.41944  0.0954
76 H 1.68292 -5.47265 5.49445  0.1291
77 H 1.82268 -3.82594 7.68153  0.1172
78 H 2.72820 -3.44198 6.21648  0.1166
79 H 0.02158 -2.28019 7.01193  0.1350
80 H 1.41192 -1.44534 6.27907  0.1162
81 O 5.40245 -0.52435 -4.40027  0.1139
82 C 5.76687 0.61269 -4.32946  -0.4962
83 O 7.04266 0.96027 -4.04296  0.0237
84 C 7.15236 2.39031 -3.91939  -0.1522
85 C 5.96791 2.95342 -4.69742  -0.1496
86 C 4.91900 1.85976 -4.49832  -0.0734
87 H 7.10965 2.64640 -2.85861  0.1246
88 H 8.11630 2.69745 -4.31707  0.1229
89 H 5.66009 3.93816 -4.35274  0.1144
90 H 6.22323 3.03071 -5.75515  0.1168
91 H 4.34318 2.01154 -3.58404  0.1126
92 H 4.24758 1.75627 -5.34534  0.1254
93 O -0.09088 -6.42868 8.57268  0.1183
94 C -0.76391 -7.23747 8.00308  -0.4866
95 O -1.46781 -6.94331 6.88212  0.0117
96 C -2.25150 -8.08315 6.47836  -0.1467
97 C -1.56763 -9.28848 7.10970  -0.1507
98 C -0.99731 -8.68465 8.39133  -0.0717
99 H -3.26912 -7.94411 6.84818  0.1274
100 H -2.27239 -8.11799 5.39235  0.1262
101 H -2.24370 -10.12528 7.26924  0.1159
102 H -0.75342 -9.62985 6.46941  0.1185
103 H -1.71186 -8.70551 9.21553  0.1327
104 H -0.06572 -9.14448 8.70779  0.1259
105 O -5.44426 -0.89033 -5.87685  0.1164
106 C -5.04271 -1.88331 -5.35004  -0.4856
107 O -5.05226 -2.04143 -3.99819  0.0060
108 C -4.40822 -3.27856 -3.63597  -0.1517
109 C -4.48093 -4.14837 -4.88530  -0.1470
110 C -4.41724 -3.10292 -5.99807  -0.0668
111 H -3.37744 -3.05929 -3.34685  0.1238
112 H -4.92981 -3.70230 -2.78177  0.1267
113 H -3.69295 -4.89679 -4.92676  0.1172
114 H -5.44041 -4.66541 -4.92116  0.1188
115 H -3.39084 -2.85437 -6.27367  0.1336
116 H -4.97386 -3.38273 -6.88754  0.1267

Atomic forces in eV per Å
-0.022 0.371 -0.661
0.373 -0.280 0.424
-0.148 0.236 -0.469
-0.287 -0.099 0.277
0.053 0.255 -0.246
0.046 0.138 -0.056
0.448 0.147 0.022
-0.140 0.240 0.017
-0.108 -0.052 -0.133
0.138 -0.061 0.125
-0.362 -0.421 -0.417
0.346 -0.020 0.417
-0.168 0.028 0.191
-0.629 0.051 -0.583
0.483 0.246 0.893
0.133 0.010 -0.290
0.245 0.486 0.112
0.061 -0.303 0.129
0.161 0.302 0.140
0.269 -0.295 0.076
-0.069 0.115 -0.024
-0.007 -0.040 -0.229
0.113 0.274 0.234
-0.070 0.038 0.008
-0.049 -0.114 0.148
0.193 -0.049 0.166
0.189 -0.659 -0.508
-0.051 0.469 0.219
0.090 -0.084 -0.098
0.036 -0.310 -0.110
-0.475 0.104 0.214
0.059 0.286 -0.124
-0.179 0.048 0.080
0.418 0.289 0.004
0.023 -0.062 0.088
-0.117 -0.021 -0.035
-0.102 -0.077 0.223
-0.048 0.055 -0.123
-0.034 0.059 -0.076
0.141 0.001 0.114
0.092 0.017 0.097
-0.041 0.029 -0.080
0.204 -0.040 0.009
0.075 -0.290 -0.040
-0.128 0.011 0.142
-0.077 -0.177 -0.394
-0.093 -0.194 -0.057
-0.155 0.081 0.067
0.046 -0.124 -0.117
-0.036 -0.064 -0.099
-0.070 0.053 -0.022
-0.146 0.019 0.061
0.062 0.010 -0.040
0.065 0.089 -0.108
-0.033 -0.076 0.062
-0.142 -0.155 0.051
0.085 -0.018 -0.179
-0.128 0.103 -0.021
-0.186 0.167 0.108
0.077 0.251 0.286
-0.163 -0.380 -0.141
0.007 -0.126 -0.057
0.035 -0.311 0.097
0.017 -0.075 -0.084
0.066 0.117 -0.008
-0.202 -0.185 -0.067
0.001 -0.019 0.069
-0.140 -0.083 0.033
0.054 0.084 0.090
-0.128 0.152 0.126
0.057 -0.051 -0.025
0.123 -0.091 0.170
-0.015 0.116 -0.007
0.307 -0.215 -0.050
-0.047 0.052 -0.008
-0.048 0.021 -0.149
-0.087 -0.040 0.002
0.004 -0.007 -0.002
-0.015 0.044 -0.004
-0.140 0.094 -0.002
0.171 -0.046 0.000
-0.398 -0.035 0.093
0.052 0.019 -0.024
-0.014 0.127 -0.009
-0.067 -0.053 0.006
0.385 0.298 -0.184
-0.026 0.001 0.006
0.036 -0.098 0.002
0.007 -0.019 0.071
0.023 0.008 0.003
-0.090 -0.050 -0.006
-0.137 -0.126 0.115
0.025 0.104 -0.165
-0.066 -0.067 0.276
0.066 -0.093 0.068
-0.102 -0.067 -0.102
0.060 0.013 0.093
0.023 -0.120 -0.376
0.001 0.002 0.018
0.029 0.104 -0.007
-0.048 0.040 0.016
-0.010 -0.002 -0.017
0.031 0.007 0.043
-0.012 0.069 0.164
-0.238 -0.196 0.078
0.177 0.114 -0.227
0.087 0.067 0.119
0.061 -0.151 0.021
-0.003 0.048 -0.095
-0.206 -0.253 0.265
0.011 -0.009 -0.013
-0.045 0.088 0.019
0.041 0.043 0.023
-0.001 -0.008 0.024
-0.011 0.041 -0.050
0.083 0.111 -0.098